[1]
# C12H24F6IrOS5Sb

A structure of composition C12H24F6IrOS5Sb (wB97M-V/def2-TZVPD, the OMol25 dataset).

ORCA input file:
```
! RIJCOSX wB97M-V def2-TZVPD def2/J DEFGRID3
* xyz 3 2
Ir 0.391 -0.024 -0.432
C 2.232 0.918 -3.193
C 1.585 -0.351 -3.670
S -0.008 -0.468 -2.827
C -0.245 -2.255 -2.902
C -1.324 -2.582 -1.908
S -0.968 -1.927 -0.264
C 0.007 -3.186 0.584
C 1.472 -3.133 0.230
S 2.019 -1.435 0.523
C 3.413 -1.341 -0.634
C 3.722 0.119 -0.839
S 2.288 1.067 -1.400
H 1.670 1.799 -3.513
H 3.251 1.037 -3.569
H 2.170 -1.244 -3.461
H 1.386 -0.313 -4.745
H 0.702 -2.752 -2.699
H -0.562 -2.518 -3.915
H -1.517 -3.652 -1.814
H -2.270 -2.108 -2.180
H -0.445 -4.161 0.388
H -0.152 -2.969 1.643
H 1.696 -3.425 -0.794
H 2.034 -3.788 0.902
H 3.136 -1.863 -1.548
H 4.264 -1.861 -0.185
H 4.538 0.274 -1.548
H 4.004 0.606 0.095
F 0.023 2.163 -0.064
Sb 1.206 3.137 1.379
F 2.006 1.353 1.146
F 0.383 2.225 2.807
F 2.576 3.716 2.460
F -0.178 4.350 1.447
F 2.073 3.794 -0.116
O -1.495 0.182 0.917
S -1.929 1.449 1.702
C -2.353 0.986 3.397
C -3.634 1.794 3.614
C -4.488 1.638 2.347
C -3.592 1.954 1.146
H -1.506 1.246 4.028
H -2.527 -0.091 3.385
H -3.396 2.844 3.798
H -4.150 1.413 4.495
H -5.336 2.322 2.353
H -4.873 0.620 2.271
H -3.498 3.022 0.940
H -3.801 1.415 0.223
*
```

E_LUMO (alpha / beta) ... -12.4 / -12.9 eV
ΔE to the lowest compared entry with this formula, charge and spin ... 3.560 eV
Orbital gap (alpha / beta) ... 6.20 / 5.49 eV



[2]
# C25H32N2P2Tb

A structure of composition C25H32N2P2Tb in a non-equilibrium geometry (wB97M-V/def2-TZVPD, the OMol25 dataset).

ORCA input file:
```
! RIJCOSX wB97M-V def2-TZVPD def2/J DEFGRID3
* xyz 1 7
C -1.689 3.111 -3.179
C -1.317 1.963 -2.491
C 0.072 1.697 -2.302
C 1.037 2.547 -2.847
C 0.629 3.672 -3.567
C -0.725 3.970 -3.726
C 2.482 2.209 -2.579
C 2.698 0.717 -2.627
C 1.684 -0.079 -2.090
C 1.807 -1.496 -2.057
C 2.989 -2.073 -2.509
C 4.019 -1.282 -3.040
C 3.861 0.105 -3.110
H -2.752 3.326 -3.311
H 1.391 4.330 -4.001
H -1.041 4.861 -4.277
H 3.153 2.738 -3.267
H 3.095 -3.159 -2.473
H 4.935 -1.757 -3.403
H 4.658 0.727 -3.533
N 0.508 0.544 -1.673
Tb 0.026 0.360 0.477
C -2.364 1.005 -1.950
H -2.176 -0.023 -2.311
H -3.372 1.313 -2.249
C 0.634 -2.348 -1.595
H -0.259 -2.103 -2.197
H 0.859 -3.413 -1.697
P -2.332 0.936 -0.121
P 0.106 -2.160 0.153
C 1.323 -2.926 1.205
H 1.012 -2.846 2.257
H 1.383 -3.971 0.900
H 2.292 -2.427 1.092
C -1.429 -3.029 0.329
H -1.199 -4.092 0.230
H -1.878 -2.831 1.314
H -2.143 -2.725 -0.448
C -2.646 2.629 0.424
H -3.529 3.006 -0.104
H -2.831 2.647 1.510
H -1.790 3.286 0.206
C -3.713 -0.036 0.438
H -3.661 -0.199 1.527
H -4.632 0.505 0.194
H -3.720 -1.018 -0.052
H 2.738 2.557 -1.551
H 1.684 -0.172 0.635
N -0.943 0.318 2.611
C -0.328 -0.333 3.739
C 1.029 -0.651 3.721
C 1.606 -1.214 4.866
C 0.835 -1.434 6.009
C -0.520 -1.093 6.007
C -1.105 -0.542 4.868
H -0.805 1.335 2.621
H -1.965 0.336 2.618
H 1.652 -0.470 2.838
H 2.664 -1.471 4.868
H 1.287 -1.861 6.901
H -1.124 -1.252 6.899
H -2.157 -0.266 4.878
*
```

E_LUMO (alpha / beta) ... -3.1 / -3.0 eV
ΔE to the lowest compared entry with this formula, charge and spin ... 0.638 eV
Orbital gap (alpha / beta) ... 6.36 / 6.47 eV



[3]
# C2H5NOS2

A cluster of 2 separate species, C2H5NOS2 in total in a non-equilibrium geometry (wB97M-V/def2-TZVPD, the OMol25 dataset).

ORCA input file:
```
! RIJCOSX wB97M-V def2-TZVPD def2/J DEFGRID3
* xyz 0 1
C 0.052 1.144 0.648
C 0.963 0.194 1.197
N -1.859 0.028 -0.501
O -0.133 2.268 0.396
S -1.563 -1.427 0.262
S -3.264 0.835 -0.136
H 0.235 -0.776 1.300
H 1.843 0.088 0.505
H 1.362 0.529 2.188
H -1.667 -2.248 -0.815
H -4.111 0.254 0.746
*
```

E_LUMO (alpha / beta) ... 0.1 / -0.5 eV
ΔE to the lowest compared entry with this formula, charge and spin ... 4.549 eV
Orbital gap (alpha / beta) ... 7.68 / 6.58 eV



[4]
# C10H16O

A cluster of 2 separate species, C10H16O in total in a non-equilibrium geometry (wB97M-V/def2-TZVPD, the OMol25 dataset).

ORCA input file:
```
! RIJCOSX wB97M-V def2-TZVPD def2/J DEFGRID3
* xyz 0 1
C 2.461 0.486 1.579
C 1.217 -0.332 1.448
C 0.076 0.089 2.015
C -1.143 -0.546 1.840
C -1.042 -1.622 0.842
O -2.218 -2.109 0.379
C 0.089 -2.178 0.327
C 1.254 -1.453 0.632
H 2.396 1.312 2.298
H 2.815 0.886 0.645
H 3.314 -0.038 1.993
H 0.109 0.961 2.624
H -2.035 -0.274 2.378
H -2.889 -2.132 1.213
H -0.054 -3.020 -0.412
H 2.226 -2.049 0.438
C 0.121 1.343 -2.939
C -0.242 1.002 -1.535
C -1.677 0.959 -0.987
H -0.712 1.811 -3.496
H 1.118 1.844 -2.847
H 0.295 0.523 -3.643
H 0.439 1.675 -0.880
H 0.211 0.031 -1.303
H -1.692 0.080 -0.306
H -2.447 0.841 -1.771
H -1.992 1.909 -0.535
*
```

E_LUMO ... 0.7 eV
ΔE to the lowest compared entry with this formula, charge and spin ... 2.774 eV
Orbital gap ... 9.04 eV
SMILES string ... Cc1ccc(O)cc1.CCC



What did the second record say?
# C25H32N2P2Tb

A structure of composition C25H32N2P2Tb in a non-equilibrium geometry (wB97M-V/def2-TZVPD, the OMol25 dataset).

ORCA input file:
```
! RIJCOSX wB97M-V def2-TZVPD def2/J DEFGRID3
* xyz 1 7
C -1.689 3.111 -3.179
C -1.317 1.963 -2.491
C 0.072 1.697 -2.302
C 1.037 2.547 -2.847
C 0.629 3.672 -3.567
C -0.725 3.970 -3.726
C 2.482 2.209 -2.579
C 2.698 0.717 -2.627
C 1.684 -0.079 -2.090
C 1.807 -1.496 -2.057
C 2.989 -2.073 -2.509
C 4.019 -1.282 -3.040
C 3.861 0.105 -3.110
H -2.752 3.326 -3.311
H 1.391 4.330 -4.001
H -1.041 4.861 -4.277
H 3.153 2.738 -3.267
H 3.095 -3.159 -2.473
H 4.935 -1.757 -3.403
H 4.658 0.727 -3.533
N 0.508 0.544 -1.673
Tb 0.026 0.360 0.477
C -2.364 1.005 -1.950
H -2.176 -0.023 -2.311
H -3.372 1.313 -2.249
C 0.634 -2.348 -1.595
H -0.259 -2.103 -2.197
H 0.859 -3.413 -1.697
P -2.332 0.936 -0.121
P 0.106 -2.160 0.153
C 1.323 -2.926 1.205
H 1.012 -2.846 2.257
H 1.383 -3.971 0.900
H 2.292 -2.427 1.092
C -1.429 -3.029 0.329
H -1.199 -4.092 0.230
H -1.878 -2.831 1.314
H -2.143 -2.725 -0.448
C -2.646 2.629 0.424
H -3.529 3.006 -0.104
H -2.831 2.647 1.510
H -1.790 3.286 0.206
C -3.713 -0.036 0.438
H -3.661 -0.199 1.527
H -4.632 0.505 0.194
H -3.720 -1.018 -0.052
H 2.738 2.557 -1.551
H 1.684 -0.172 0.635
N -0.943 0.318 2.611
C -0.328 -0.333 3.739
C 1.029 -0.651 3.721
C 1.606 -1.214 4.866
C 0.835 -1.434 6.009
C -0.520 -1.093 6.007
C -1.105 -0.542 4.868
H -0.805 1.335 2.621
H -1.965 0.336 2.618
H 1.652 -0.470 2.838
H 2.664 -1.471 4.868
H 1.287 -1.861 6.901
H -1.124 -1.252 6.899
H -2.157 -0.266 4.878
*
```

E_LUMO (alpha / beta) ... -3.1 / -3.0 eV
ΔE to the lowest compared entry with this formula, charge and spin ... 0.638 eV
Orbital gap (alpha / beta) ... 6.36 / 6.47 eV



The highest ΔE to the lowest compared entry with this formula, charge and spin belongs to which entry? C2H5NOS2



Which of these has the lowest ΔE to the lowest compared entry with this formula, charge and spin? C25H32N2P2Tb



The lowest ΔE to the lowest compared entry with this formula, charge and spin belongs to which entry? C25H32N2P2Tb